1.
{"formula": "C6H8", "method": "ωB97M-V with the def2-TZVPD basis set", "symbols": ["C", "C", "C", "C", "C", "C", "H", "H", "H", "H", "H", "H", "H", "H"], "coordinates": [[-0.710983, -0.754813, -0.820862], [0.608558, -0.681401, -0.030308], [1.143273, 0.666816, -0.500428], [-1.151853, 0.611768, -0.233430], [-0.110135, -0.352682, 1.292952], [0.065035, 1.453012, -0.570835], [-1.203116, 0.394420, 0.990489], [0.427063, 0.261689, 2.020928], [-1.359688, -1.588168, -0.527341], [-0.631157, -1.196982, 1.757379], [2.190175, 0.911556, -0.655348], [0.018747, 2.512417, -0.800614], [-0.609293, -0.722517, -1.908958], [1.323375, -1.515114, -0.013624]], "forces_ev_per_a": [[-0.06, -0.10, -0.08], [0.07, -0.09, 0.00], [-0.11, 0.12, 0.00], [0.01, 0.03, -0.13], [0.12, -0.09, 0.15], [0.16, -0.01, 0.01], [0.01, 0.00, 0.06], [-0.09, -0.06, -0.12], [0.10, 0.14, -0.02], [0.04, 0.13, -0.09], [-0.17, -0.03, 0.02], [0.02, -0.18, 0.03], [0.00, 0.02, 0.16], [-0.10, 0.14, 0.00]], "orbital_gap_ev": 8.54, "energy_ha": -233.2214, "relative_energy_kj_mol": 434.7, "largest_force_ev_per_a": 0.2}

2.
{"formula": "C39H44FNO5SSi", "method": "ωB97M-V with the def2-TZVPD basis set", "symbols": ["S", "Si", "F", "O", "O", "O", "O", "O", "N", "C", "C", "C", "C", "C", "C", "C", "C", "C", "C", "C", "C", "C", "C", "C", "C", "C", "C", "C", "C", "C", "C", "C", "C", "C", "C", "C", "C", "C", "C", "C", "C", "C", "C", "C", "C", "C", "C", "C", "H", "H", "H", "H", "H", "H", "H", "H", "H", "H", "H", "H", "H", "H", "H", "H", "H", "H", "H", "H", "H", "H", "H", "H", "H", "H", "H", "H", "H", "H", "H", "H", "H", "H", "H", "H", "H", "H", "H", "H", "H", "H", "H", "H"], "coordinates": [[0.453497, 0.771351, -6.365130], [-1.361401, 1.995059, 5.347448], [0.911023, -0.495229, -4.006807], [3.630493, -0.298350, -4.449222], [-1.212473, 1.655055, 3.724279], [0.118207, 2.181501, -6.355556], [1.307623, 0.204262, -7.397506], [3.161304, 1.438133, -5.905267], [-0.448459, 1.562695, 0.080095], [-1.567278, 3.403807, 2.082891], [-1.254589, -0.745949, -7.961352], [2.497472, 4.216653, 3.541833], [-2.909615, 3.443543, 2.467676], [-1.021386, 3.790075, 5.699825], [2.133694, 4.030659, -3.664646], [-2.816567, 1.214435, 0.107033], [-3.726620, 4.506723, 2.068366], [-1.644258, 1.742480, -0.731856], [3.406831, 3.180705, 3.749419], [4.405131, 1.225750, -6.607972], [2.849425, 0.475385, -4.984601], [-0.753355, 1.114407, 1.464518], [1.181912, 3.932105, 3.149896], [3.002289, 1.855152, 3.558231], [-3.025694, -1.368148, -5.895154], [-0.658937, 2.245257, 2.556981], [0.922668, 2.033062, -1.822495], [-1.017129, -0.272477, -6.666714], [-0.160185, 0.896551, 6.239384], [4.587369, 2.441971, -7.471183], [2.758968, 2.812918, -3.331534], [-2.394764, -1.514570, -8.226819], [-3.207289, 5.513690, 1.252740], [-3.281668, -1.828761, -7.191265], [-1.897431, -0.580411, -5.636549], [4.149207, 2.690791, -3.576393], [1.697906, 1.573794, 3.141626], [0.751268, 1.558585, -0.517015], [2.008851, 1.749086, -2.678403], [-2.195121, 0.569896, 1.339835], [-1.877102, 5.456126, 0.832639], [4.234723, 4.933158, -4.480058], [0.801015, 2.612918, 2.882714], [1.380105, 0.576167, -4.691254], [-1.062023, 4.392536, 1.232247], [-3.125581, 1.584635, 5.784441], [4.877513, 3.743452, -4.111583], [2.860169, 5.064111, -4.262101], [1.369337, 0.535930, 3.049861], [3.689796, 1.027970, 3.735633], [-0.074349, 0.292189, 1.738752], [4.427408, 3.400818, 4.066911], [-1.454216, 6.237878, 0.197594], [-2.781585, 0.701749, 2.250441], [-3.324489, 2.651014, 3.098376], [-3.358458, 0.542875, 5.526509], [-0.192227, 1.118021, 7.316143], [-1.690529, -0.211388, -4.635079], [5.953082, 3.623694, -4.263687], [-0.018125, 4.346626, 0.910837], [-3.481681, 2.044142, 0.373568], [4.659098, 1.770162, -3.268401], [-3.389005, 0.486728, -0.477691], [-1.534077, 4.450774, 4.987784], [0.053272, 4.011454, 5.671558], [0.153075, 2.704885, -2.212037], [3.837246, 2.451908, -8.270674], [-2.093263, -0.509078, 1.163696], [0.866953, 1.044756, 5.883220], [2.337619, 5.976171, -4.559455], [-4.170112, -2.433175, -7.391943], [1.615135, 1.221177, 0.068884], [-3.834721, 2.239398, 5.260598], [0.451979, 4.739740, 3.073093], [-3.274170, 1.716292, 6.866126], [-0.429138, -0.158076, 6.090818], [2.790296, 5.260141, 3.686454], [-4.768509, 4.522728, 2.400452], [5.579128, 2.411678, -7.928619], [-3.704631, -1.616601, -5.077459], [4.497240, 3.361786, -6.885557], [-2.589698, -1.867866, -9.241482], [5.208705, 1.108670, -5.872240], [2.491640, 0.775874, -2.591732], [-1.569886, 1.188955, -1.680466], [4.307046, 0.313715, -7.215683], [-1.395590, 4.015592, 6.710730], [-3.847293, 6.341651, 0.940336], [-0.553951, -0.519735, -8.761530], [4.807048, 5.747424, -4.932953], [1.067181, 4.148441, -3.457557], [-1.782341, 2.803322, -0.995963]], "forces_ev_per_a": [[1.05, 0.33, -0.21], [0.20, 0.21, -0.49], [-0.22, -0.69, 0.12], [-0.74, 1.00, -0.62], [-0.08, -0.30, -0.40], [-0.31, -0.69, -0.37], [-0.03, 0.54, 0.15], [0.23, -1.25, 0.87], [-0.11, -0.17, 0.62], [0.55, -0.13, 0.18], [0.00, -0.03, -0.13], [-0.30, -0.05, 0.00], [-0.06, 0.34, 0.17], [0.03, 0.19, 0.21], [0.36, -0.07, -0.09], [-0.24, 0.40, -0.24], [0.21, -0.25, -0.06], [-0.51, 0.29, -0.22], [-0.04, -0.09, -0.13], [-0.24, 0.12, 0.26], [-0.48, -0.35, -0.74], [-0.08, 0.12, -0.17], [0.50, -0.15, -0.04], [-0.28, 0.06, -0.03], [0.10, 0.07, -0.12], [-0.40, -0.04, -0.09], [-0.93, -0.20, 0.94], [-0.33, 0.00, 0.93], [-0.01, -0.13, 0.27], [0.11, 0.12, -0.41], [0.58, 1.03, -0.28], [0.11, 0.23, 0.40], [-0.10, 0.02, 0.02], [0.19, 0.15, 0.16], [-0.21, -0.08, -0.07], [-0.42, -0.17, 0.67], [0.42, 0.17, -0.06], [0.30, 0.01, -1.26], [0.22, -0.29, -1.00], [0.46, -0.66, -0.09], [0.11, -0.23, -0.01], [0.03, -0.32, 0.10], [-0.52, 0.30, 0.27], [0.44, -0.02, 0.08], [-0.31, 0.20, 0.00], [-0.08, -0.10, 0.12], [-0.10, 0.28, -0.18], [-0.20, -0.19, 0.12], [0.22, 0.35, 0.01], [-0.12, 0.27, 0.01], [-0.16, 0.40, -0.11], [-0.29, -0.06, -0.11], [-0.22, -0.23, 0.17], [0.21, 0.00, -0.15], [0.25, 0.39, -0.23], [0.00, 0.20, 0.08], [0.08, -0.15, -0.18], [-0.11, -0.10, -0.11], [-0.34, 0.09, 0.04], [-0.42, 0.04, 0.02], [0.11, -0.29, -0.05], [-0.23, 0.34, -0.25], [0.02, 0.17, 0.18], [0.08, -0.12, 0.16], [-0.24, -0.02, 0.03], [0.22, -0.18, 0.20], [0.12, 0.07, 0.19], [-0.16, 0.17, 0.12], [-0.20, 0.03, 0.07], [0.22, -0.25, 0.13], [0.32, 0.20, 0.08], [-0.44, -0.22, -0.19], [0.14, -0.13, 0.16], [0.36, -0.27, -0.04], [-0.05, -0.07, -0.23], [0.09, 0.19, 0.08], [-0.04, -0.40, 0.06], [0.35, 0.10, -0.19], [-0.04, 0.06, -0.04], [0.19, 0.06, -0.26], [0.01, -0.18, -0.06], [0.12, 0.13, 0.33], [-0.10, -0.06, -0.18], [0.32, 0.37, 0.47], [0.37, 0.08, 0.26], [0.08, 0.18, 0.28], [0.12, 0.06, -0.23], [0.23, -0.23, 0.10], [-0.10, -0.02, 0.25], [-0.23, -0.27, 0.17], [0.38, 0.05, -0.24], [0.03, -0.25, 0.09]], "orbital_gap_ev": 6.58, "energy_ha": -2730.9515, "largest_force_ev_per_a": 1.5}

3.
{"formula": "C4H6FNS2", "method": "ωB97M-V with the def2-TZVPD basis set", "symbols": ["S", "S", "F", "N", "C", "C", "C", "C", "H", "H", "H", "H", "H", "H"], "coordinates": [[1.512343, 1.939299, 0.017040], [-2.840179, 0.106955, -0.298648], [1.832340, -1.301675, -1.094764], [-0.235811, -0.062502, 0.423859], [1.309946, -1.952341, -0.002143], [0.812484, -0.940058, 1.002953], [-1.505043, -0.588959, 0.338281], [0.073369, 1.185093, -0.047528], [1.627254, -0.289593, 1.359898], [-1.574456, -1.574988, 0.753289], [0.515818, -2.605326, -0.334969], [2.091834, -2.569265, 0.464909], [0.394669, -1.449234, 1.898677], [-0.794652, 1.678518, -0.499592]], "forces_ev_per_a": [[-0.31, -0.23, 0.04], [0.47, -0.27, 0.24], [0.10, 0.00, -0.20], [0.33, -0.78, 0.38], [0.37, -0.02, 0.63], [-0.24, 0.49, 0.65], [-0.52, 1.02, -0.61], [0.04, 0.63, -0.24], [-0.30, -0.27, -0.32], [0.11, -0.48, 0.25], [-0.32, -0.19, -0.22], [-0.11, 0.16, -0.17], [0.17, 0.20, -0.62], [0.21, -0.26, 0.18]], "smiles": "FCCN(C=S)C=S", "orbital_gap_ev": 7.83, "energy_ha": -1106.9827, "relative_energy_kj_mol": 49.0, "largest_force_ev_per_a": 1.3}

4.
{"formula": "CH15O7", "method": "ωB97M-V with the def2-TZVPD basis set", "symbols": ["O", "O", "O", "O", "O", "O", "O", "C", "H", "H", "H", "H", "H", "H", "H", "H", "H", "H", "H", "H", "H", "H", "H"], "coordinates": [[0.905977, 1.152797, 0.398113], [0.121769, 1.164501, -2.194174], [-2.862802, 0.308844, -1.070254], [0.032388, -0.284908, 2.239509], [-1.617545, 1.768901, 0.915383], [2.584714, -0.872757, 0.012450], [0.983321, -1.711339, -2.030946], [-0.242702, -1.617918, 1.875080], [-2.664497, 1.112471, -0.523886], [1.940340, -0.105208, 0.093502], [-0.837781, 1.162875, -2.044504], [-0.645401, 1.662236, 0.742970], [-2.102939, -0.260701, -0.943882], [2.421292, -1.336312, 0.841878], [0.202337, -2.324674, 2.580019], [-1.338028, -1.732671, 1.928415], [0.084436, -1.851464, 0.852284], [0.422524, 0.317576, 1.466337], [0.644542, -0.849536, -2.320377], [1.726318, -1.609049, -1.414544], [0.390689, 1.329316, -1.249573], [1.466082, 1.875123, 0.718838], [-1.784468, 1.206789, 1.668037]], "forces_ev_per_a": [[0.30, 0.70, -0.16], [-0.66, 0.22, 0.72], [-0.29, 0.90, -0.07], [0.50, 0.32, 0.01], [-0.23, 0.76, -0.33], [-0.06, 0.14, 0.41], [-0.45, -0.76, -0.61], [-0.60, 0.79, -0.24], [0.13, -0.99, -0.14], [0.31, -0.01, -0.15], [0.03, -0.07, -0.59], [-0.12, -0.10, -0.07], [0.22, -0.12, 0.19], [0.13, -0.08, -0.08], [0.14, -0.05, 0.02], [0.16, -0.44, -0.16], [-0.03, -0.06, 0.13], [-0.25, -0.94, 0.70], [0.48, 0.13, 0.48], [-0.26, 0.63, -0.01], [0.61, -0.29, -0.32], [-0.15, -0.31, -0.10], [0.11, -0.36, 0.35]], "charge": -1, "orbital_gap_ev": 9.75, "energy_ha": -573.8560, "relative_energy_kj_mol": 22.7, "largest_force_ev_per_a": 1.2}